# 1
Entry from the OMol25 dataset: a cluster of 2 separate species, C5H12N in total (ωB97M-V/def2-TZVPD).

Calculated values
LUMO	-8.589	eV
energy above the lowest of the compared OMol25 structures with the same formula, charge and spin	155.5	kcal/mol
frontier orbital gap	6.6951	eV
charge	+1
HOMO level	-0.56170	hartree

```
18
C5H12N | the OMol25 dataset | ωB97M-V/def2-TZVPD
C 0.141 1.542 -0.540
C 0.106 0.527 -1.679
C -0.597 -0.811 -1.360
C 0.258 -1.629 -0.397
C 0.354 -1.458 0.898
N -0.289 0.589 2.562
H -0.361 1.083 0.317
H 1.117 1.927 -0.272
H -0.367 2.459 -0.828
H -0.655 1.004 -2.313
H 0.976 0.357 -2.313
H -1.509 -0.563 -0.837
H -0.668 -1.304 -2.325
H 0.814 -2.517 -0.769
H 0.952 -2.196 1.442
H 0.349 1.002 3.251
H 0.295 -0.073 1.988
H -0.916 0.062 3.175
```



# 2
Entry from the OMol25 dataset: a cluster of 2 separate species, C5H12N in total (ωB97M-V/def2-TZVPD).

Calculated values
LUMO	-3.566	eV
energy above the lowest of the compared OMol25 structures with the same formula, charge and spin	117.9	kcal/mol
frontier orbital gap	9.5868	eV
charge	+1
HOMO level	-0.48336	hartree

```
18
C5H12N | the OMol25 dataset | ωB97M-V/def2-TZVPD
C 2.500 -0.283 -0.346
C 1.769 0.457 0.401
C -1.007 -0.517 1.324
C -0.984 1.428 -0.390
C -0.467 0.070 0.062
N -0.595 -1.053 -0.928
H 3.603 0.107 -0.333
H 2.363 -1.131 -1.037
H 1.811 1.246 1.006
H -1.279 0.330 2.127
H -0.247 -1.125 1.673
H -1.922 -1.199 1.185
H -2.056 1.521 -0.501
H -0.511 1.878 -1.296
H -0.782 2.296 0.223
H -0.447 -1.857 -0.281
H -0.141 -0.893 -1.854
H -1.610 -1.275 -1.033
```